The following is a quantum chemistry calculation of a molecular structure, C26H32N8O2Pt, from the Open Molecules 2025 dataset.

Each line ends with the Löwdin spin population.
Geometry (Å):
Pt 0.06385 -1.52506 1.04305  0.0552
C 6.72068 0.83882 0.05815  0.0000
C 5.29996 0.32220 -0.09714  0.0004
C 4.44874 0.88029 -1.10551  0.0027
C 3.14078 0.39495 -1.28246  0.0006
C 2.34712 1.19994 -2.23395  0.0011
N 1.25494 0.88705 -2.90660  0.0007
C 0.86207 -0.43107 -3.35341  0.0000
C -0.30515 -0.28623 -4.37456  0.0018
C -1.53259 0.53534 -3.98334  0.0226
N -1.88902 0.41832 -2.57367  0.2510
C -3.05418 0.62333 -2.02194  0.2649
C -3.44783 0.37805 -0.70471  0.1508
C -4.79704 0.60005 -0.39007  0.1529
C -5.33886 0.31911 0.85348  0.2384
C -6.76207 0.55496 1.23447  0.0381
C -4.44106 -0.31123 1.77982  0.2213
C -3.16576 -0.72901 1.47179  0.0797
C -2.57205 -1.66953 2.34083  -0.0089
N -1.29386 -1.96350 2.40081  0.0285
C -0.80409 -2.84427 3.50056  0.0027
C 0.15304 -3.91061 2.99995  0.0004
C 1.57077 -3.40794 2.73230  -0.0004
N 1.64528 -2.34174 1.79036  -0.0033
C 2.90764 -2.01458 1.54717  0.0044
C 3.41631 -1.10838 0.54517  0.0009
C 4.74335 -0.67197 0.66713  0.0010
C 2.57288 -0.58439 -0.42632  0.0010
O 1.31750 -0.78692 -0.47072  0.0023
C -2.60416 -0.32553 0.24444  0.1507
O -1.34823 -0.62591 -0.08875  0.2569
H 7.34799 0.04406 0.48546  0.0000
H 6.70522 1.73922 0.75509  0.0000
H 7.08800 1.10718 -0.96880  0.0000
H 4.80342 1.64154 -1.81215  0.0001
H 2.76248 2.23517 -2.37274  0.0000
H 0.63589 1.64794 -3.31713  0.0006
H 0.63798 -1.13026 -2.55521  -0.0002
H 1.72769 -0.89304 -3.82034  0.0000
H -0.65739 -1.27288 -4.68137  0.0000
H 0.08162 0.15342 -5.29978  0.0001
H -2.42380 0.16962 -4.53225  0.0052
H -1.49157 1.62069 -4.13208  0.0095
H -1.10826 0.14299 -1.88097  0.0028
H -3.77889 1.24046 -2.56190  0.0147
H -5.51282 0.97571 -1.13429  0.0020
H -6.75322 1.26871 2.15460  0.0140
H -7.31382 -0.36028 1.47788  0.0119
H -7.27523 1.04018 0.42672  -0.0002
H -4.83885 -0.37744 2.76596  0.0100
H -3.19372 -2.39989 2.98525  -0.0005
H -1.70957 -3.34591 3.93543  0.0003
H -0.23908 -2.29920 4.20303  0.0012
H -0.35076 -4.36359 2.13685  -0.0002
H 0.36862 -4.68012 3.79992  0.0001
H 2.22968 -4.23615 2.34469  0.0000
H 2.12519 -3.10730 3.65098  -0.0002
H 3.62804 -2.40669 2.25674  0.0000
H 5.38806 -1.23542 1.38845  0.0000
N -0.84053 4.74917 0.14351  0.0003
C -0.07205 3.70387 0.44325  0.0004
N 1.22873 3.73631 0.17521  0.0002
N -0.52914 2.60953 1.07604  0.0016
C 0.23925 1.68461 1.53335  0.0018
N 0.79921 0.69945 1.88377  0.0059
H -0.50358 5.37024 -0.58526  0.0000
H -1.83652 4.50053 0.04889  0.0001
H 1.66883 4.60855 -0.13542  0.0000
H 1.85394 3.00446 0.52228  0.0000

Force components x, y, z for each atom (eV/Å):
Pt -0.13 1.56 -2.68
C -0.45 0.45 -0.06
C -0.44 1.51 -1.96
C 0.87 -1.01 1.21
C -0.59 1.68 -2.09
C 0.52 0.00 0.65
N -0.15 1.68 0.14
C -0.95 -0.74 -0.61
C 0.41 -0.10 -0.33
C -1.44 0.35 0.87
N 4.15 -1.65 1.46
C -1.94 1.72 -0.10
C -0.34 -0.52 -0.37
C -0.70 0.52 -0.55
C 1.28 -0.91 0.75
C 0.59 1.21 1.27
C -1.45 0.66 0.12
C -1.09 0.48 -0.75
C 2.29 -2.84 2.01
N -0.65 -0.62 0.54
C -1.56 -1.48 -0.81
C 0.62 -0.82 0.55
C 0.69 -1.81 0.79
N 3.39 0.52 -0.23
C -2.06 0.49 -0.11
C 0.39 -0.41 1.24
C 0.36 -1.43 0.78
C -0.68 0.66 0.01
O -1.06 -0.81 -0.18
C 2.43 -0.76 -0.02
O -2.60 0.64 0.48
H -0.02 0.44 -0.13
H 0.30 -1.08 -0.99
H -0.04 -0.05 1.20
H 0.06 -0.22 0.52
H -0.86 -0.94 0.06
H 1.69 -1.00 0.62
H -0.36 0.32 0.52
H 0.07 0.08 -0.39
H 0.23 -0.08 0.31
H 0.06 0.02 0.09
H 0.65 0.29 -0.10
H 0.48 -0.06 -0.73
H -1.72 0.26 -1.45
H 0.15 -0.54 -0.38
H 0.68 -0.03 0.03
H -0.22 -1.29 -1.42
H 0.34 0.11 0.18
H -0.35 0.33 -0.30
H -0.01 -0.68 0.70
H 0.53 1.98 -0.70
H 0.92 0.57 0.04
H 0.03 1.30 1.07
H 0.68 -0.31 0.04
H -0.95 0.63 -0.77
H -1.04 0.41 0.31
H -0.86 -0.07 -0.11
H 0.18 -0.34 -0.22
H -0.60 0.80 -0.46
N -1.47 -0.16 -0.89
C 0.68 -2.91 1.93
N 1.95 1.19 -0.93
N -1.66 2.47 -1.02
C 1.43 -2.78 0.50
N -0.50 2.95 -0.08
H -0.12 -0.05 0.30
H 0.74 0.45 0.36
H -0.24 -0.67 0.30
H -0.55 0.47 -0.04

Output
**Calculated total energy**: -46727.043 eV
**HOMO (spin up / spin down)**: -10.99 / -13.02 eV
**Kohn-Sham gap (spin up / spin down)**: 0.174 / 0.181 Ha
**Total charge**: +2
**2S+1**: 3